Record 1
A structure of composition C30H28ClN7O5STi in a non-equilibrium geometry. Source: the Open Molecules 2025 dataset; level of theory: wB97M-V/def2-TZVPD.

## Properties
* lowest unoccupied orbital energy (alpha / beta): 4.1 / 4.1 eV
* total charge: -2
* spin multiplicity: 3
* HOMO (alpha / beta): 0.4 / -2.6 eV
* largest force on an atom: 2.951 eV Å⁻¹

Atoms and positions in Å:
Ti  9.6809  13.0695  10.7737
O  10.1682  6.6136  11.1084
C  10.2426  7.4240  12.0666
O  9.8522  7.2776  13.2482
C  10.8964  8.7374  11.7776
C  10.9864  9.2801  10.5096
C  11.3588  10.6210  10.4095
N  11.4084  11.4673  11.4762
C  11.5994  10.8677  12.6602
C  11.4449  9.4830  12.8261
C  11.8700  11.5949  13.9067
C  11.3308  11.0106  15.0958
C  11.7097  11.4791  16.3487
C  12.6523  12.5067  16.3760
C  13.0741  13.1123  15.1777
N  12.6727  12.6753  13.9726
C  11.4294  11.2707  9.1134
C  11.5150  10.4872  7.9559
C  11.0661  11.0729  6.7683
C  10.6411  12.3930  6.6950
C  10.6693  13.1558  7.8648
N  10.9946  12.5733  9.0696
H  10.7629  8.6893  9.6099
H  11.6675  9.0006  13.7608
H  10.6330  10.1747  14.9434
H  11.2538  11.0932  17.2817
H  13.0871  12.9197  17.2720
H  13.6911  14.0207  15.1508
H  11.8947  9.4286  7.9524
H  10.9553  10.4384  5.8723
H  10.2003  12.7852  5.7966
H  10.3892  14.2159  7.8555
N  8.3859  14.5779  11.8883
C  7.4231  15.2411  10.9634
C  7.3836  14.5238  9.6316
O  6.7277  14.9598  8.6523
N  8.0857  13.3328  9.6613
C  7.4631  12.0612  9.2345
C  7.6696  11.1139  10.4610
O  7.1328  9.9978  10.4885
O  8.5836  11.5328  11.3768
H  8.9587  15.2541  12.3528
H  7.8561  14.1155  12.6632
H  6.4131  15.3240  11.3953
H  7.7443  16.2374  10.7428
H  6.3946  12.2259  9.0061
H  7.8615  11.6668  8.2942
S  7.2510  13.4720  14.8714
C  6.7229  11.8581  14.6438
N  7.2502  10.9496  13.8001
C  6.6340  9.6428  13.9418
C  5.7700  9.8332  15.2271
N  5.8391  11.2587  15.4390
H  7.9438  11.1360  13.0622
H  7.3676  8.8004  14.0299
H  5.9848  9.4567  13.0703
H  6.1849  9.2204  16.0752
H  4.7641  9.4759  15.1396
H  5.3797  11.7521  16.1656
Cl  11.8873  16.8299  9.3287
C  11.5775  16.9590  10.9903
C  11.5174  18.2447  11.5136
C  11.3543  18.5235  12.8665
C  11.0814  17.4841  13.7513
C  11.0489  16.1693  13.2520
C  11.2473  15.8775  11.8680
C  11.1556  14.4632  11.4333
H  11.7055  19.0849  10.8599
H  11.3821  19.5747  13.1776
H  10.8893  17.6893  14.8164
H  10.8998  15.3605  13.9887
H  11.5064  13.7842  12.2371
H  11.7171  14.2748  10.4910

Record 2
A cluster of 7 separate species, C47H95BFN3O13P in total in a non-equilibrium geometry. Source: the Open Molecules 2025 dataset; level of theory: wB97M-V/def2-TZVPD.

## Properties
* lowest unoccupied orbital energy: -2.9 eV
* total charge: +1
* HOMO: -10.5 eV
* largest force on an atom: 7.710 eV Å⁻¹

Atoms and positions in Å:
C  -2.8860  -2.8086  0.1542
C  -2.1026  -1.7605  0.3660
N  -1.3567  -0.4450  0.5292
P  0.3580  -1.0753  0.5513
O  1.4980  0.0359  1.1417
O  0.2476  -2.5097  1.5192
C  -1.6420  -0.0181  1.9449
C  -2.3397  1.3961  2.1969
F  -3.5857  1.1709  2.9643
C  -1.4833  2.4423  3.1142
C  -0.8787  1.8569  4.4739
N  -1.7153  0.8746  5.2293
O  -2.7377  2.1635  1.0433
C  -3.0439  1.3702  -0.1345
N  -3.5517  2.2940  -1.1531
O  -4.1638  0.4934  0.1561
C  -5.3998  1.1995  0.4221
C  -6.5026  1.0865  -0.7969
C  -6.9698  2.5732  -1.3277
C  -1.6563  0.5540  -0.5581
C  -2.0144  -0.0429  -2.0035
C  -1.1241  -1.1478  -2.7044
C  -2.0379  -2.3977  -3.2682
C  -1.0626  -3.6970  -3.4838
C  -1.7554  -5.1042  -3.0836
C  -0.7640  -6.1651  -2.3658
C  -0.0603  -5.5676  -0.9994
C  1.5086  -5.3467  -1.3344
C  2.3968  -5.3407  0.0439
C  2.9053  -3.8265  0.2792
O  4.2433  -3.6867  -0.3088
C  4.6593  -2.2702  -0.2350
C  -0.5558  1.7841  -0.5887
B  0.5906  1.6927  -1.7275
O  2.0254  1.5213  -1.4303
O  0.2868  1.8125  -3.1634
H  -3.4723  -3.7318  -0.2408
H  2.2325  -0.4289  1.6245
H  1.0688  -2.6072  2.0879
H  -0.6589  -0.0851  2.5784
H  -2.3344  -0.8124  2.4559
H  -2.1670  3.3398  3.3785
H  -0.6053  2.8741  2.4890
H  -0.6099  2.7590  5.1685
H  0.1419  1.3365  4.2343
H  -1.5430  1.0320  6.2356
H  -1.3453  -0.0680  4.9688
H  -3.1145  3.2095  -1.2231
H  -3.9279  1.8920  -2.0081
H  -5.2984  2.2869  0.7789
H  -5.9109  0.6321  1.3105
H  -7.4545  0.5210  -0.4812
H  -6.0034  0.5401  -1.6945
H  -7.2271  2.4691  -2.4591
H  -7.9741  2.8274  -0.7989
H  -6.1742  3.3847  -1.1381
H  -3.1149  -0.4452  -1.9808
H  -2.0719  0.8681  -2.7366
H  -0.2629  -1.6305  -2.1318
H  -0.6534  -0.6866  -3.6721
H  -2.9549  -2.6165  -2.6085
H  -2.4518  -2.1566  -4.3343
H  -0.0553  -3.6107  -2.9333
H  -0.8047  -3.7595  -4.6202
H  -2.1229  -5.5958  -4.0768
H  -2.6799  -4.9060  -2.3981
H  -1.4407  -7.0389  -1.9910
H  0.0180  -6.6346  -3.0741
H  -0.5225  -4.5000  -0.8737
H  -0.2659  -6.2139  -0.0710
H  1.8878  -6.1749  -2.0446
H  1.7333  -4.3314  -1.8663
H  3.2646  -6.0938  -0.1268
H  1.7403  -5.7438  0.9060
H  2.9432  -3.5997  1.4301
H  2.2335  -3.0218  -0.2027
H  4.4629  -1.7982  -1.2767
H  3.9894  -1.7266  0.5483
H  5.7713  -2.1616  0.0358
H  -0.1563  1.9011  0.5061
H  -1.0627  2.8214  -0.7836
H  2.2854  2.1832  -0.7419
H  0.9428  1.2061  -3.6071
C  3.4737  1.2977  -5.6737
C  4.3511  2.2498  -6.4518
C  3.8476  2.0570  -7.8677
O  2.4577  1.7160  -7.7714
C  2.1512  1.4201  -6.4031
H  3.3983  1.5382  -4.6107
H  3.8593  0.2765  -5.7676
H  4.1631  3.2784  -6.1251
H  5.4191  2.0485  -6.3478
H  4.3625  1.2272  -8.3633
H  3.9642  2.9547  -8.4799
H  1.5550  2.2498  -6.0069
H  1.5552  0.5052  -6.3487
C  -3.9039  4.0918  7.2344
C  -4.4346  2.9787  8.1053
C  -3.1854  2.5208  8.8294
O  -2.3346  3.6683  8.9577
C  -2.8524  4.7182  8.1275
H  -4.6690  4.8019  6.9145
H  -3.4316  3.6700  6.3399
H  -5.1561  3.3821  8.8239
H  -4.9213  2.1771  7.5461
H  -2.6435  1.7658  8.2490
H  -3.4017  2.1106  9.8189
H  -3.2906  5.4779  8.7836
H  -2.0376  5.1753  7.5605
C  -2.5054  -5.8410  -8.6223
C  -2.0899  -7.2922  -8.5726
C  -1.7396  -7.4706  -7.1096
O  -2.5746  -6.5689  -6.3689
C  -3.2046  -5.6669  -7.2897
H  -3.1437  -5.5954  -9.4734
H  -1.6167  -5.2017  -8.6644
H  -2.9409  -7.9306  -8.8336
H  -1.2624  -7.5359  -9.2419
H  -0.6969  -7.1981  -6.9143
H  -1.9036  -8.4934  -6.7611
H  -4.2623  -5.9433  -7.3578
H  -3.1351  -4.6446  -6.9095
C  4.3196  4.4463  2.3377
C  5.2007  5.3990  1.5646
C  4.7026  5.2100  0.1464
O  3.3110  4.8700  0.2363
C  2.9997  4.5715  1.6045
H  4.2408  4.6847  3.4003
H  4.7046  3.4248  2.2430
H  5.0126  6.4269  1.8927
H  6.2680  5.1962  1.6720
H  5.2184  4.3807  -0.3491
H  4.8224  6.1088  -0.4632
H  2.4032  5.4005  2.0003
H  2.4025  3.6566  1.6553
C  6.0411  -4.7770  -3.3687
C  6.2031  -5.1130  -4.8329
C  4.7674  -5.1139  -5.3175
O  4.0550  -4.1688  -4.5072
C  4.8835  -3.8006  -3.3953
H  6.9404  -4.3593  -2.9115
H  5.7587  -5.6764  -2.8104
H  6.7665  -4.3192  -5.3353
H  6.7143  -6.0608  -5.0128
H  4.3008  -6.0947  -5.1765
H  4.6802  -4.8348  -6.3706
H  5.2330  -2.7753  -3.5637
H  4.2956  -3.8218  -2.4751
C  -0.0917  7.0358  11.9797
C  -0.0868  6.2017  10.7202
C  -0.5322  7.2048  9.6758
O  -0.0705  8.4905  10.1109
C  0.3793  8.3819  11.4685
H  0.5420  6.6363  12.7740
H  -1.1136  7.1192  12.3656
H  0.9325  5.8638  10.5031
H  -0.7339  5.3235  10.7713
H  -1.6244  7.2473  9.6059
H  -0.1275  6.9851  8.6843
H  1.4730  8.4442  11.4646
H  -0.0150  9.2153  12.0548

Record 3
A structure of composition C43H52BClCsF4N9O3PS in a non-equilibrium geometry. Source: the Open Molecules 2025 dataset; level of theory: wB97M-V/def2-TZVPD.

## Properties
* lowest unoccupied orbital energy: 2.1 eV
* total charge: -1
* HOMO: -5.5 eV
* largest force on an atom: 3.604 eV Å⁻¹

Atoms and positions in Å:
Cs  -0.3380  -0.4830  -0.6147
C  -0.2113  3.4040  -1.2307
N  -0.7507  4.3840  -0.3281
C  -0.7248  5.7882  -0.6211
C  -1.3476  6.3693  0.6394
N  -1.0137  5.3832  1.6587
C  -1.7521  5.5021  2.9045
C  -0.7757  4.1378  1.0407
N  -0.5823  2.9733  1.4993
C  -0.6857  2.6212  2.9003
C  -2.0565  2.0036  3.1996
N  -2.0604  0.6031  2.8493
C  -3.1174  -0.1083  2.8220
N  -4.4518  0.1659  3.0417
C  -5.0183  1.2511  3.7967
C  -5.2653  -1.0262  2.9089
C  -4.3519  -1.9702  2.1453
N  -3.0346  -1.4759  2.5277
C  -1.8994  -1.9532  1.7689
H  0.7953  3.6712  -1.5788
H  -0.8723  3.2642  -2.0886
H  -0.1673  2.4711  -0.6794
H  -1.3114  6.0162  -1.5134
H  0.2992  6.1604  -0.7780
H  -2.4347  6.4670  0.5213
H  -0.9383  7.3460  0.9014
H  -2.1229  6.5250  2.9767
H  -1.1281  5.3216  3.7756
H  -2.6112  4.8255  2.9451
H  -0.5053  3.4580  3.5798
H  0.0671  1.8606  3.1145
H  -2.7957  2.5756  2.6246
H  -2.2743  2.1470  4.2691
H  -4.4136  2.1453  3.7337
H  -5.1438  0.9881  4.8576
H  -6.0036  1.4845  3.3878
H  -6.1824  -0.8028  2.3620
H  -5.5275  -1.4241  3.9009
H  -4.5046  -1.8704  1.0696
H  -4.4783  -3.0142  2.4375
H  -1.6590  -2.9787  2.0671
H  -1.0416  -1.3103  1.9816
H  -2.1056  -1.9597  0.6935
Cl  2.6775  0.5520  -0.7837
C  3.5361  1.6675  -1.7948
C  4.7300  2.2044  -1.3474
C  5.4115  3.0957  -2.1635
C  4.9027  3.4229  -3.4121
C  3.7099  2.8599  -3.8486
C  3.0012  1.9671  -3.0490
P  1.3373  1.2995  -3.4446
C  1.0640  2.0519  -5.0980
C  1.4422  1.4487  -6.2957
C  1.2134  2.0825  -7.5099
C  0.6036  3.3294  -7.5439
C  0.2266  3.9430  -6.3563
C  0.4509  3.3037  -5.1440
C  1.6621  -0.4369  -3.9179
C  0.5245  -1.1741  -4.2589
C  0.6270  -2.5155  -4.5912
C  1.8708  -3.1366  -4.5749
C  3.0021  -2.4148  -4.2207
C  2.8978  -1.0695  -3.8924
H  5.1117  1.9214  -0.3757
H  6.3390  3.5354  -1.8180
H  5.4344  4.1167  -4.0512
H  3.3220  3.1190  -4.8258
H  1.9137  0.4738  -6.2778
H  1.5156  1.6008  -8.4318
H  0.4096  3.8144  -8.4928
H  -0.2531  4.9138  -6.3736
H  0.1425  3.7797  -4.2194
H  -0.4476  -0.6903  -4.2554
H  -0.2649  -3.0766  -4.8389
H  1.9527  -4.1923  -4.8049
H  3.9682  -2.9006  -4.1747
H  3.7854  -0.5227  -3.5984
F  -5.2943  -0.1709  -2.2310
B  -4.3794  0.0136  -1.1892
F  -3.6968  -1.2140  -0.9207
F  -5.0493  0.4219  -0.0129
F  -3.4047  0.9643  -1.5518
N  1.1715  -0.7032  2.8803
C  0.8471  -1.1669  3.8873
N  0.4736  -1.7033  5.0458
C  1.4357  -1.7558  6.1529
C  1.1384  -2.9703  7.0251
C  0.9576  -4.2323  6.1788
C  -0.1480  -4.0689  5.1061
C  -0.6573  -2.6359  5.0602
H  1.3882  -0.8342  6.7382
H  2.4441  -1.8354  5.7403
H  0.2453  -2.7881  7.6284
H  1.9675  -3.0992  7.7233
H  0.7334  -5.0771  6.8318
H  1.9090  -4.4584  5.6916
H  -0.9874  -4.7416  5.2954
H  0.2520  -4.3232  4.1231
H  -1.2807  -2.4077  5.9269
H  -1.2641  -2.4450  4.1792
O  -0.5387  -2.7869  -1.6141
C  0.6194  -3.1160  -1.3347
N  1.5476  -2.2980  -0.7860
S  2.9300  -3.0778  -0.4635
O  3.1122  -3.2695  0.9521
O  4.0432  -2.5154  -1.1855
C  2.4494  -4.6290  -1.1752
C  3.1547  -5.8105  -1.3073
C  2.4903  -6.8880  -1.8830
C  1.1616  -6.7757  -2.2954
C  0.4688  -5.5795  -2.1433
C  1.1406  -4.5107  -1.5819
H  4.1819  -5.8936  -0.9766
H  3.0101  -7.8300  -2.0094
H  0.6680  -7.6326  -2.7372
H  -0.5630  -5.4652  -2.4522